(1)
130
Properties=species:S:1:pos:R:3 method="wB97M-V/def2-TZVPD" e_tot_ev=-163708.807 e_above_lowest_ev=0.000 gap_ev=8.3
C -5.20 0.20 0.23
S -5.72 -0.96 1.58
O -6.31 -2.19 0.94
C -4.14 -1.56 2.22
H -4.39 -0.21 -0.36
H -4.95 1.13 0.74
H -6.10 0.35 -0.37
H -4.29 -2.40 2.89
H -3.51 -0.76 2.62
H -3.57 -1.96 1.38
C -1.43 -2.02 4.53
S -0.20 -2.40 3.26
O -0.87 -2.34 1.92
C 0.75 -0.86 3.35
H -0.92 -1.84 5.48
H -2.01 -2.93 4.66
H -2.07 -1.17 4.32
H 1.24 -0.74 2.39
H 1.51 -0.87 4.13
H 0.06 -0.01 3.39
C 0.14 0.11 -1.14
S -1.15 1.33 -0.77
O -0.54 2.61 -0.22
C -1.89 0.59 0.68
H -0.43 -0.80 -1.31
H 0.80 -0.07 -0.29
H 0.76 0.37 -1.99
H -2.30 -0.38 0.43
H -2.60 1.27 1.16
H -1.15 0.38 1.46
C -3.14 -2.51 -4.29
S -2.92 -1.87 -2.60
O -2.94 -0.34 -2.52
C -4.47 -2.47 -1.91
H -4.14 -2.14 -4.55
H -3.11 -3.59 -4.25
H -2.35 -2.22 -4.98
H -4.50 -3.55 -2.13
H -5.29 -2.08 -2.51
H -4.52 -2.33 -0.84
C -2.75 5.76 -1.34
S -2.03 7.40 -1.16
O -0.80 7.29 -2.00
C -3.34 8.33 -2.03
H -3.68 5.63 -0.79
H -2.11 4.95 -0.97
H -2.87 5.53 -2.40
H -3.68 7.71 -2.86
H -2.88 9.21 -2.49
H -4.16 8.61 -1.38
C 1.01 6.05 3.38
S 1.22 6.55 1.64
O 2.58 6.16 1.18
C 0.02 5.45 0.88
H 1.64 6.67 4.01
H 1.27 4.99 3.49
H -0.02 6.24 3.66
H 0.21 4.41 1.17
H 0.31 5.36 -0.17
H -1.03 5.73 0.94
C 4.14 3.64 2.60
S 3.84 2.00 1.82
O 3.31 1.19 2.98
C 2.35 2.38 0.82
H 3.38 3.92 3.32
H 4.31 4.34 1.79
H 5.02 3.45 3.23
H 2.26 1.50 0.19
H 2.52 3.32 0.29
H 1.44 2.43 1.41
C 2.07 2.63 -4.20
S 1.97 4.33 -3.50
O 2.54 5.21 -4.56
C 0.16 4.44 -3.68
H 3.09 2.25 -4.25
H 1.60 2.62 -5.18
H 1.50 1.97 -3.54
H 0.14 4.51 -4.77
H -0.18 5.44 -3.39
H -0.43 3.57 -3.41
C -4.05 4.17 4.96
S -3.04 2.88 4.14
O -4.04 1.86 3.62
C -2.42 3.89 2.77
H -4.79 4.64 4.32
H -3.41 4.88 5.49
H -4.66 3.59 5.65
H -3.22 4.36 2.19
H -1.81 3.25 2.14
H -1.85 4.71 3.21
C 1.16 -2.96 -5.25
S 1.30 -3.59 -3.58
O 0.36 -2.79 -2.75
C 0.49 -5.21 -3.93
H 1.28 -3.78 -5.97
H 2.03 -2.36 -5.54
H 0.25 -2.42 -5.46
H -0.46 -5.01 -4.41
H 0.28 -5.67 -2.96
H 1.03 -5.91 -4.57
C 4.76 -6.79 -0.13
C 3.38 -6.19 -0.37
C 2.34 -6.53 0.69
C 2.44 -5.75 1.98
C 2.27 -4.30 1.60
C 3.30 -3.79 0.55
N 3.45 -4.72 -0.55
O 4.52 -4.36 -1.38
C 2.85 -2.40 0.11
C 4.62 -3.60 1.35
C 2.76 -6.65 -1.73
H 4.75 -7.86 0.09
H 5.48 -6.59 -0.91
H 5.20 -6.34 0.77
H 1.32 -6.48 0.29
H 2.37 -7.62 0.87
H 1.66 -6.03 2.68
H 3.38 -5.90 2.52
H 2.22 -3.70 2.51
H 1.27 -4.04 1.21
H 2.32 -1.87 0.89
H 2.16 -2.48 -0.74
H 3.68 -1.76 -0.21
H 5.47 -3.69 0.67
H 4.82 -4.26 2.20
H 4.75 -2.61 1.80
H 3.48 -6.48 -2.53
H 2.49 -7.71 -1.71
H 1.84 -6.10 -1.88
H 4.11 -3.89 -2.12

(2)
23
Properties=species:S:1:pos:R:3 method="wB97M-V/def2-TZVPD" e_tot_ev=-24446.084 e_above_lowest_ev=4.122 gap_ev="7.8 / 5.4"
C -3.98 -0.93 -0.38
C -3.16 -0.14 0.06
C 2.77 0.71 0.60
C 2.90 -0.71 0.76
C 1.71 1.15 -0.12
C 2.04 -1.55 0.11
C 0.76 0.33 -0.72
C 0.90 -1.13 -0.73
C -0.48 0.91 -1.17
C -1.16 1.52 0.14
C -1.91 0.33 0.65
O 0.20 -1.93 -1.33
S -0.88 -0.73 1.49
H -4.77 -1.45 -0.97
H 3.21 1.33 1.43
H 3.73 -1.23 1.28
H 1.53 2.26 -0.08
H 2.05 -2.56 0.32
H -0.37 1.57 -2.01
H -1.24 0.06 -1.55
H -0.36 1.73 0.84
H -1.81 2.35 0.06
H -1.68 -1.87 1.31

(3)
13
Properties=species:S:1:pos:R:3 method="wB97M-V/def2-TZVPD" e_tot_ev=-9269.160 e_above_lowest_ev=4.342 gap_ev="6.8 / 6.8"
C 0.71 1.08 -0.04
C -0.27 -0.60 -1.61
N 0.33 -0.26 -0.35
C 0.00 -0.95 1.34
C -0.41 0.32 1.82
N -0.32 1.31 0.94
O -0.04 -2.10 1.57
H 1.74 1.12 0.34
H 0.58 1.80 -0.86
H -1.03 0.37 2.71
H 0.01 -1.62 -1.88
H -1.37 -0.55 -1.57
H 0.07 0.07 -2.41

(4)
60
Properties=species:S:1:pos:R:3 method="wB97M-V/def2-TZVPD" e_tot_ev=-80322.700 gap_ev=8.0
C -3.97 1.71 -1.93
N -2.60 2.15 -1.64
C -1.63 1.32 -1.42
N -0.43 1.84 -1.06
C 0.05 3.08 -1.76
O 0.02 3.15 -2.99
O 0.39 3.97 -0.99
C 0.51 0.75 -0.81
F 1.02 0.58 -2.08
C 1.49 1.35 0.23
O 1.09 1.69 1.31
C 3.00 1.63 -0.04
F 3.19 2.90 -0.36
F 3.46 0.94 -1.11
C 3.91 1.22 1.14
F 3.70 -0.05 1.51
F 5.16 1.25 0.67
C 3.88 2.12 2.43
F 5.14 2.42 2.76
F 3.23 3.27 2.29
C 3.31 1.38 3.68
O 3.97 0.60 4.30
O 2.03 1.69 4.06
C -0.51 -0.37 -0.34
C -1.30 0.06 0.96
C -2.72 -0.52 1.09
C -2.80 -2.03 1.35
S -2.24 -2.35 3.05
N -0.08 -1.74 -0.29
C 0.89 -2.18 -1.33
C 2.38 -1.85 -1.26
O 0.52 -2.89 -2.23
C 0.59 -2.15 0.95
C 0.44 -3.62 1.32
O 1.26 -1.43 1.62
N -1.55 -0.05 -1.37
C -1.69 -0.92 -2.54
C -2.77 -0.58 -3.55
O -3.91 -0.88 -3.34
I -2.36 0.43 -5.41
H -4.64 2.51 -1.62
H -4.11 1.58 -3.00
H -4.25 0.79 -1.42
H -2.45 3.15 -1.58
H 2.13 2.05 4.95
H -1.30 1.14 1.07
H -0.78 -0.25 1.87
H -3.41 -0.24 0.29
H -3.12 -0.08 2.00
H -2.33 -2.64 0.58
H -3.87 -2.28 1.32
H -2.85 -3.50 3.42
H 2.92 -2.79 -1.19
H 2.65 -1.22 -0.42
H 2.62 -1.36 -2.20
H 1.42 -4.07 1.16
H 0.25 -3.62 2.39
H -0.34 -4.12 0.75
H -0.73 -0.99 -3.07
H -1.88 -1.93 -2.19